(1)
ORCA calculation (ωB97M-V/def2-TZVPD) on 2 unconnected molecules or ions with the total composition C3H10NO2 in a non-equilibrium geometry.

Geometry (Å):
H (-2.82508, 1.10254, -0.63441)
C (-2.00173, 0.44832, 0.98262)
H (-2.64850, 0.92852, 1.72903)
H (1.82785, 1.37298, -1.19622)
H (1.92996, -0.80389, 0.78958)
H (0.86924, 0.31695, 0.44964)
C (0.85451, -1.27282, -0.88921)
H (1.64438, -1.94020, -1.23007)
O (-0.83253, 0.23979, 1.14969)
H (3.12367, 0.19700, -1.43137)
N (1.57033, -0.28760, -0.01435)
H (0.13761, -1.79234, -0.26794)
C (2.49177, 0.68081, -0.69385)
H (3.14162, 1.09863, 0.06588)
H (0.48900, -0.79740, -1.78830)
O (-2.61577, 0.25585, -0.20702)

The calculation puts the maximum force at 1.44 eV Å⁻¹. The HOMO energy is -15.365 eV. As for the frontier orbital gap: 12.29 eV. For the energy above the lowest of the compared OMol25 structures with the same formula, charge and spin, the calculation gives 90.4 kJ/mol. As for the charge: +1.



(2)
ORCA calculation (ωB97M-V/def2-TZVPD) on a molecular structure, C7H21N2O17PS3Si2 in a non-equilibrium geometry.

Geometry (Å):
H (-0.00979, -2.06333, -2.68138)
N (2.69067, 1.42999, 2.46670)
O (1.78679, 4.15538, -1.14973)
C (-0.32603, -3.07678, -2.41407)
H (-3.08968, -0.47637, 0.08038)
H (-1.05742, 4.27711, 0.90414)
H (-2.65805, 0.41282, 2.24491)
Si (-0.18261, 1.96041, 1.47333)
S (7.24653, 2.24838, -3.03820)
H (1.70201, -3.80651, -2.80080)
C (-7.48242, -2.90774, 2.00625)
O (-5.33092, -0.30133, 2.86209)
O (1.40651, -0.78537, 1.22003)
H (-3.84090, 1.73128, 0.58395)
H (3.98420, 3.29231, -3.05784)
H (-0.76842, 1.54308, 2.77069)
O (-5.50498, -0.78135, 0.37346)
H (3.56693, 1.86937, 2.08972)
O (1.26573, -3.61184, -0.77647)
H (2.53594, 0.49375, -0.85383)
C (-6.17614, -3.44272, 2.58689)
H (5.51665, 3.85137, -1.23513)
H (-6.14089, -3.30274, 3.67247)
C (5.38897, 2.78672, -1.45596)
O (-1.07065, -3.00350, -1.19943)
H (-8.34523, -3.16242, 2.62751)
Si (-2.75340, 0.74899, 0.82777)
C (-0.10200, 3.88397, 1.50070)
H (-0.94474, -3.48752, -3.21642)
O (-1.23045, 1.33057, 0.16291)
N (0.80084, 4.44049, -0.47922)
H (0.59635, -5.02207, -2.10243)
C (0.87664, -3.96340, -2.10229)
H (4.78579, 2.32292, -0.67089)
H (2.28532, -1.24159, 1.38217)
H (-7.64375, -3.28057, 0.98962)
O (7.50868, 0.89575, -3.47731)
C (4.78587, 2.58171, -2.84304)
O (1.13772, 4.32038, 0.83194)
O (-5.15242, -2.63786, 2.00638)
H (-6.01703, -4.49779, 2.35175)
O (6.68201, 2.18645, -1.51001)
O (8.22484, 3.30755, -3.12459)
O (0.17271, -1.88194, 0.65536)
P (1.75591, 0.93471, 1.24092)
S (-5.73795, -1.13657, 1.75402)
O (2.59146, 1.30511, -0.24317)
H (-0.13009, 4.24124, 2.63510)
O (-0.49857, -4.32542, 0.83646)
H (4.40818, 1.56062, -2.96154)
S (-0.06122, -3.18086, 0.06845)
O (5.87073, 2.75734, -3.75134)
O (-7.31820, -1.49221, 1.93902)

The calculation puts the maximum force at 11.20 eV Å⁻¹. The HOMO energy is -8.669 eV. As for the frontier orbital gap: 8.31 eV.



(3)
ORCA calculation (ωB97M-V/def2-TZVPD) on 2 unconnected molecules or ions with the total composition C4H10O2.

Geometry (Å):
H (0.52924, 1.81852, -0.96584)
H (-0.63560, 1.11863, 1.79774)
H (0.10683, -1.71019, -1.71439)
H (1.58605, -1.00002, -1.01367)
H (-1.18444, -1.21181, 0.29152)
H (-1.52538, 1.95362, 0.50398)
H (-0.11451, 2.72541, 1.25467)
C (-0.53171, 1.76932, 0.92338)
H (0.52738, -1.83699, 1.10859)
O (-1.36676, -2.07037, 0.75014)
O (-0.21594, -0.05945, -0.58408)
C (0.37652, 1.14079, -0.11257)
C (0.61540, -0.77285, -1.47716)
H (0.77766, -0.20082, -2.39996)
H (1.36375, 0.91391, 0.31938)
C (-0.30849, -2.57768, 1.31828)

The calculation puts the maximum force at 0.44 eV Å⁻¹. The HOMO energy is -8.296 eV. As for the frontier orbital gap: 9.13 eV. For the energy above the lowest of the compared OMol25 structures with the same formula, charge and spin, the calculation gives 380.2 kJ/mol.



(4)
ORCA calculation (ωB97M-V/def2-TZVPD) on 4 unconnected molecules or ions with the total composition C12H24O12 in a non-equilibrium geometry.

Geometry (Å):
O (5.80717, -0.62938, 1.36365)
H (-0.63283, 2.41162, -2.11435)
C (-0.76983, 2.95062, -1.20935)
O (-2.94483, 1.04162, -3.16035)
H (-3.95683, -2.54338, -0.73335)
H (-3.29083, -0.69838, -4.01635)
C (1.87717, -0.35338, 1.00865)
H (-5.32183, -2.87638, 0.30365)
H (-4.40083, 5.21162, -2.56335)
O (0.44517, 2.67062, -0.37535)
C (0.44917, 1.28762, -0.02535)
H (1.08517, -0.88038, 1.53965)
H (3.77017, 1.95562, -0.43635)
O (4.91617, 1.43962, 1.31765)
H (7.28417, 0.12162, 4.65565)
O (-1.57883, -3.64138, 0.00365)
H (-1.98083, -0.65338, -2.73735)
C (-4.32083, -3.19538, -0.01135)
O (-1.63883, -3.47238, 2.31465)
C (-3.90683, 1.81962, -2.79535)
C (-0.30583, -3.85238, 2.44965)
O (-5.01183, 1.35762, -2.44535)
O (5.93517, 0.54462, 3.24565)
H (-0.94883, 4.18862, -1.47835)
C (-3.00783, -0.36538, -3.04735)
O (-0.34283, 0.42862, -0.16135)
H (-5.58283, 4.03462, -3.60935)
C (6.87817, -0.30138, 3.65265)
O (-3.40383, -3.06738, 1.13665)
C (-2.15583, -3.49938, 1.12565)
C (-4.74183, 4.09462, -2.76335)
H (-5.06083, 3.74462, -1.72635)
O (-3.70683, 3.15662, -3.01035)
C (4.55917, 1.29662, -0.08635)
H (-3.76183, -0.58238, -2.21835)
H (2.74717, -0.45138, 1.69065)
H (5.40117, 1.82162, -0.56035)
H (-4.27783, -4.20838, -0.39535)
H (4.47217, 0.20662, -0.25635)
H (-0.23083, -4.53438, 1.61665)
H (6.26117, -1.21238, 3.89965)
H (0.50817, -3.03938, 2.26465)
H (-0.36083, -4.40238, 3.27665)
O (1.59017, 1.04062, 0.71165)
H (1.97317, -1.00138, 0.07865)
H (-1.60283, 2.56462, -0.68035)
C (5.56217, 0.41262, 1.94765)
H (7.72517, -0.34138, 3.01365)

The calculation puts the maximum force at 6.84 eV Å⁻¹. The HOMO energy is -10.382 eV. As for the frontier orbital gap: 11.01 eV. For the energy above the lowest of the compared OMol25 structures with the same formula, charge and spin, the calculation gives 471.1 kJ/mol.